1.
13
Properties=species:S:1:pos:R:3:lowdin_charge:R:1 method="wB97M-V/def2-TZVPD" e_lumo_ev=3.72 homo_ha=-0.09363 gap_ev=6.3 charge=-1 spin_multiplicity=1
C 0.301 0.147 -0.226 -0.29
C 1.377 1.358 -1.786 -0.96
C -0.931 -0.503 -0.780 -0.15
C 0.001 -0.489 2.035 -0.19
N 0.718 0.174 0.953 -0.07
O 2.558 1.332 -1.637 -0.09
S 0.236 1.956 -2.768 0.47
H -1.182 -0.054 -1.742 0.00
H -0.740 -1.569 -0.932 0.07
H -1.792 -0.397 -0.109 0.06
H 0.683 -0.588 2.883 0.05
H -0.373 -1.485 1.761 0.06
H -0.857 0.116 2.349 0.06


2.
100
Properties=species:S:1:pos:R:3:lowdin_charge:R:1 method="wB97M-V/def2-TZVPD" e_lumo_ev=-3.12 homo_ha=-0.39676 gap_ev=7.7 charge=+1 spin_multiplicity=1
Ga 0.518 -0.983 0.747 0.29
F 5.414 -5.977 1.681 0.14
C 4.798 -4.800 1.622 -0.13
C 3.411 -4.736 1.526 -0.14
F 2.671 -5.847 1.501 0.13
C 2.794 -3.497 1.452 -0.21
F 1.436 -3.432 1.360 0.01
C 3.494 -2.296 1.453 -0.49
S 2.734 -0.734 1.326 0.85
C 4.888 -2.384 1.568 -0.23
F 5.609 -1.264 1.587 0.10
C 5.532 -3.612 1.649 -0.13
F 6.855 -3.661 1.747 0.14
N -3.298 -4.018 -4.662 0.09
C -2.427 -4.622 -3.839 -0.81
S -2.269 -6.262 -3.857 0.73
C -1.659 -3.805 -2.890 -0.21
C -0.573 -4.356 -2.210 -0.01
C 0.119 -3.611 -1.278 -0.07
N -0.209 -2.357 -0.970 0.06
C -1.219 -1.806 -1.639 -0.14
C -1.962 -2.474 -2.594 0.01
H -3.812 -4.597 -5.305 0.10
H -3.350 -3.021 -4.771 0.10
H -0.292 -5.375 -2.417 0.08
H 0.964 -4.050 -0.773 0.11
H -1.414 -0.770 -1.416 0.07
H -2.779 -1.956 -3.071 0.12
C 0.227 3.662 3.793 -0.02
C -0.440 2.359 4.255 -0.57
C 0.095 1.941 5.634 -0.03
C -1.967 2.525 4.305 -0.02
C -0.126 1.306 3.321 -0.09
N 0.116 0.431 2.620 0.21
H -0.010 4.451 4.502 0.10
H -0.138 3.959 2.814 0.07
H 1.307 3.551 3.744 0.09
H -0.121 2.730 6.348 0.10
H 1.170 1.785 5.606 0.09
H -0.385 1.027 5.974 0.09
H -2.216 3.308 5.017 0.10
H -2.447 1.603 4.625 0.09
H -2.361 2.807 3.332 0.07
C 0.270 -0.697 -4.790 -0.02
C 0.513 0.645 -4.083 -0.62
C -0.421 1.721 -4.643 -0.01
C 1.974 1.061 -4.254 -0.02
O 0.222 0.432 -2.704 -0.09
Si 0.322 1.432 -1.424 0.05
O 0.000 0.424 -0.180 -0.22
O -0.752 2.658 -1.359 -0.09
C -2.127 2.774 -1.018 -0.62
C -2.304 2.569 0.490 -0.03
C -2.549 4.195 -1.407 -0.01
C -2.965 1.744 -1.776 -0.01
O 1.804 2.052 -1.435 -0.08
C 2.444 3.095 -0.715 -0.62
C 1.991 4.434 -1.300 -0.01
C 2.076 2.989 0.763 -0.03
C 3.952 2.910 -0.895 -0.01
H 0.458 -0.595 -5.855 0.09
H -0.757 -1.022 -4.640 0.06
H 0.934 -1.456 -4.383 0.09
H -0.146 1.982 -5.662 0.09
H -0.359 2.606 -4.016 0.08
H -1.450 1.367 -4.642 0.08
H 2.229 1.160 -5.307 0.09
H 2.619 0.315 -3.798 0.10
H 2.143 2.004 -3.746 0.07
H -1.833 3.386 1.027 0.08
H -1.828 1.638 0.788 0.06
H -3.360 2.537 0.743 0.09
H -1.906 4.917 -0.914 0.08
H -3.578 4.382 -1.112 0.09
H -2.452 4.346 -2.478 0.09
H -2.705 0.744 -1.444 0.06
H -2.762 1.820 -2.838 0.08
H -4.026 1.909 -1.608 0.09
H 0.908 4.504 -1.254 0.07
H 2.283 4.504 -2.345 0.09
H 2.436 5.260 -0.755 0.09
H 1.029 3.243 0.891 0.07
H 2.697 3.636 1.375 0.10
H 2.215 1.958 1.083 0.04
H 4.220 2.972 -1.945 0.09
H 4.258 1.937 -0.522 0.08
H 4.487 3.681 -0.350 0.09
N -3.517 -4.074 4.354 0.16
C -2.675 -3.392 3.569 -0.30
C -3.062 -2.905 2.307 0.02
C -2.156 -2.217 1.542 -0.09
N -0.903 -1.976 1.934 -0.02
C -0.530 -2.411 3.141 -0.13
C -1.353 -3.117 3.974 0.02
H -4.458 -4.267 4.060 0.12
H -3.222 -4.409 5.254 0.12
H -4.063 -3.083 1.948 0.12
H -2.424 -1.827 0.571 0.11
H 0.482 -2.168 3.438 0.12
H -0.998 -3.471 4.931 0.12


3.
27
Properties=species:S:1:pos:R:3:lowdin_charge:R:1 method="wB97M-V/def2-TZVPD" e_lumo_ev=0.97 smiles=Cc1ccccc1.CCSC homo_ha=-0.31027 gap_ev=9.4 spin_multiplicity=1
C -3.862 0.032 -0.988 -0.08
C -2.473 -0.299 -1.386 -0.28
C -1.579 -0.878 -0.514 -0.06
C -0.268 -1.176 -0.905 -0.11
C 0.152 -0.867 -2.182 -0.10
C -0.750 -0.320 -3.092 -0.09
C -2.053 -0.078 -2.707 -0.05
H -4.401 0.813 -1.534 0.08
H -3.943 0.447 0.030 0.08
H -4.626 -0.752 -0.926 0.08
H -1.832 -1.187 0.494 0.11
H 0.394 -1.642 -0.189 0.09
H 1.195 -0.997 -2.448 0.10
H -0.500 -0.092 -4.118 0.10
H -2.766 0.247 -3.451 0.11
C 1.037 -0.527 3.298 -0.16
C 0.845 0.641 2.327 -0.56
S 2.073 0.710 0.991 0.77
C 3.522 1.398 1.845 -0.41
H 0.734 -0.220 4.299 0.07
H 2.081 -0.842 3.347 0.06
H 0.481 -1.398 2.957 0.06
H -0.103 0.521 1.796 0.04
H 0.733 1.605 2.823 0.07
H 3.515 1.011 2.862 0.03
H 4.401 1.075 1.295 0.02
H 3.545 2.486 1.883 0.03


4.
5
Properties=species:S:1:pos:R:3:lowdin_charge:R:1 method="wB97M-V/def2-TZVPD" e_lumo_ev="-6.88 / -7.85" homo_ha="-0.56852 / -0.60003" gap_ev="8.6 / 8.5" charge=+1 spin_multiplicity=7
Fe -0.424 1.563 -1.001 1.14
F -0.624 -1.983 1.254 -0.38
S 0.620 -0.862 0.225 1.24
O -0.185 -0.388 -0.978 -0.63
O 0.613 1.670 0.500 -0.36


5.
16
Properties=species:S:1:pos:R:3:lowdin_charge:R:1 method="wB97M-V/def2-TZVPD" e_lumo_ev=0.61 smiles="C/C=C/NC=O.O" homo_ha=-0.33430 gap_ev=9.7 spin_multiplicity=1
C -1.924 -1.062 -0.310 -0.10
C -0.466 -0.715 -0.334 -0.17
C 0.294 -0.636 0.754 -0.14
N 1.661 -0.255 0.754 0.04
C 2.256 0.678 -0.034 -0.33
O 1.719 1.377 -0.875 0.01
H -2.055 -2.132 -0.498 0.08
H -2.466 -0.510 -1.081 0.08
H -2.384 -0.830 0.656 0.08
H -0.020 -0.513 -1.302 0.12
H -0.105 -0.850 1.743 0.12
H 2.263 -0.714 1.418 0.13
H 3.340 0.749 0.165 0.13
O -1.033 1.972 -0.535 -0.07
H -0.125 1.864 -0.865 0.00
H -0.955 1.577 0.342 0.02


6.
12
Properties=species:S:1:pos:R:3:lowdin_charge:R:1 method="wB97M-V/def2-TZVPD" e_lumo_ev="0.71 / -3.52" homo_ha="-0.21119 / -0.34872" gap_ev="6.5 / 6.0" spin_multiplicity=3
C 1.495 -0.418 0.773 -0.10
C 1.163 0.277 -0.556 -0.24
C -1.783 0.477 -0.013 -1.30
C -0.018 -0.379 -0.039 -0.72
F -1.492 1.814 0.124 -0.05
Cl -2.577 -0.268 1.265 0.73
Cl -0.597 -1.964 -0.490 0.65
Cl -2.575 0.228 -1.559 0.61
H 1.911 -1.446 0.877 0.08
H 1.730 0.107 1.693 0.07
H 1.013 1.382 -0.450 0.11
H 1.730 0.192 -1.624 0.16